Entry 1:
Entry from the Open Molecules 2025 dataset: a 14-piece molecular cluster, C28H84O28 overall at a distorted geometry (wB97M-V/def2-TZVPD).

Computed properties:
HOMO-LUMO gap (hartree): 0.35350
Total charge: 0
2S+1: 1
Relative energy (zero: lowest compared OMol25 entry of this formula, charge and spin) (kJ/mol): 409.7
Highest occupied orbital energy (eV): -9.65

Last column: Mulliken charge in e.
Cartesian coordinates (Å):
C  32.5910  -11.7099  5.7561  -0.06
C  32.7300  -12.0293  7.2363  -0.95
O  32.5377  -10.9599  8.1242  -0.58
O  31.1973  -11.4563  5.5030  0.86
H  32.9887  -12.5201  5.1451  0.31
H  33.1930  -10.8237  5.5552  0.22
H  33.6929  -12.4716  7.4920  0.44
H  32.0410  -12.8460  7.4517  0.31
H  31.6007  -10.7930  8.2494  0.23
H  31.2348  -11.1370  4.5984  -0.16
C  24.8201  -10.5266  1.0949  0.18
C  23.7152  -10.7451  2.0702  -0.81
O  23.3844  -12.1411  2.0259  -0.58
O  25.9977  -10.8381  1.7054  -0.16
H  24.7577  -9.4633  0.8631  0.08
H  24.6463  -11.0872  0.1764  0.21
H  22.8796  -10.1592  1.6872  0.38
H  24.0209  -10.4009  3.0583  0.28
H  24.1053  -12.6043  2.4588  0.33
H  26.6180  -10.7369  0.9797  0.27
C  27.6378  -12.3067  -2.0132  -0.75
C  28.3478  -11.2265  -1.1460  0.56
O  27.3681  -10.3703  -0.5789  -0.35
O  27.0586  -11.7658  -3.2255  -0.59
H  26.8191  -12.8496  -1.5409  0.34
H  28.2205  -13.1540  -2.3745  0.41
H  28.8966  -10.6279  -1.8730  -0.07
H  28.9907  -11.6010  -0.3494  -0.17
H  27.3344  -9.6698  -1.2344  0.25
H  26.5116  -11.0349  -2.9285  0.32
C  31.2794  -12.5678  1.9692  0.72
C  30.7672  -13.7382  2.7680  -0.73
O  31.5641  -14.8142  2.5826  -0.55
O  32.4571  -11.9108  2.5020  -0.68
H  30.4651  -11.8446  1.9248  -0.51
H  31.4700  -12.8251  0.9273  0.23
H  29.7849  -13.9986  2.3739  0.39
H  30.6444  -13.5293  3.8307  0.32
H  32.4599  -14.6500  2.8863  0.37
H  33.0677  -12.5813  2.8172  0.35
C  35.7261  -5.5539  3.5613  -0.71
C  34.3960  -6.1522  3.1100  0.28
O  33.9593  -7.1033  4.0939  -0.43
O  35.6033  -4.6273  4.6726  -0.51
H  36.2488  -5.1183  2.7098  0.34
H  36.3948  -6.3924  3.7559  0.37
H  34.4130  -6.5364  2.0901  0.37
H  33.6319  -5.3873  2.9714  -0.13
H  33.0967  -6.7466  4.3179  0.25
H  36.4662  -4.7104  5.0851  0.29
C  30.0639  -8.2155  7.6203  0.44
C  30.4169  -8.9924  8.8687  -1.27
O  30.1487  -10.3722  8.8871  -0.52
O  30.9709  -8.5714  6.5940  -0.55
H  30.0920  -7.1368  7.7739  0.52
H  29.0927  -8.5354  7.2427  -0.30
H  29.7634  -8.6293  9.6619  0.60
H  31.4494  -8.7393  9.1098  0.33
H  30.0065  -10.7435  9.7609  0.29
H  31.1600  -9.4917  6.7915  -0.32
C  27.5365  -6.7641  5.3415  0.43
C  27.2717  -6.1169  6.7788  -1.03
O  28.3447  -5.3313  7.3243  -0.51
O  27.6407  -5.7263  4.3612  -0.49
H  26.8149  -7.5485  5.1133  0.47
H  28.4975  -7.2774  5.3757  -0.22
H  26.9493  -6.9274  7.4324  0.40
H  26.4476  -5.4144  6.6543  0.48
H  28.5928  -4.7458  6.6052  0.33
H  27.5407  -6.1198  3.4913  0.59
C  30.4481  -8.4595  2.7464  0.09
C  30.1918  -9.1186  1.3679  0.30
O  31.3348  -9.7781  0.8882  -0.41
O  30.7444  -9.4131  3.7427  0.43
H  29.6369  -7.8252  3.1038  0.26
H  31.3495  -7.8975  2.5021  0.00
H  29.7912  -8.4490  0.6068  -0.46
H  29.3570  -9.8106  1.4794  -0.03
H  31.7385  -10.3837  1.5142  0.25
H  30.7605  -8.9659  4.5920  -0.44
C  31.0826  -4.9978  5.7856  0.35
C  31.8916  -3.8389  5.3012  -0.90
O  33.1839  -3.7772  5.9714  -0.63
O  31.6561  -6.3050  5.4255  0.36
H  30.1299  -4.9836  5.2562  -0.20
H  30.9273  -5.0625  6.8625  0.50
H  31.5051  -2.8978  5.6926  0.40
H  31.9844  -3.6519  4.2314  0.12
H  33.8107  -4.2781  5.4443  0.29
H  31.4653  -6.9171  6.1400  -0.01
C  26.5509  -5.7684  -0.1433  -0.98
C  26.9613  -6.9705  0.6669  0.78
O  27.6218  -6.4234  1.7709  -0.68
O  27.5391  -5.0949  -0.7848  -0.40
H  25.9258  -5.1450  0.4960  0.19
H  25.9899  -6.0278  -1.0412  0.56
H  27.6780  -7.4926  0.0329  -0.44
H  26.1777  -7.6244  1.0496  0.07
H  28.2558  -5.7613  1.4859  0.18
H  27.1366  -4.9857  -1.6495  0.33
C  32.5655  -11.8524  -3.2667  -0.23
C  32.8600  -11.6518  -1.7110  0.00
O  33.4274  -12.7891  -1.2336  -0.49
O  31.4578  -12.6389  -3.5470  -0.50
H  33.4070  -12.1584  -3.8883  0.48
H  32.4350  -10.8517  -3.6787  -0.12
H  31.9220  -11.3857  -1.2237  -0.11
H  33.5202  -10.7844  -1.7167  0.29
H  34.1128  -13.0305  -1.8609  0.36
H  31.5370  -13.4683  -3.0701  0.34
C  27.5758  -10.5768  5.0483  0.55
C  27.8371  -12.0793  4.8015  -0.29
O  28.6457  -12.6295  5.8241  -0.68
O  27.1036  -10.3403  6.3718  -0.58
H  27.0120  -10.1144  4.2381  0.26
H  28.5068  -10.0325  4.8903  -0.39
H  28.2645  -12.2147  3.8080  -0.15
H  26.8829  -12.5812  4.6415  0.44
H  29.4559  -12.1150  5.8450  0.33
H  27.4721  -10.9560  7.0095  0.38
C  31.6525  -5.3288  0.0949  0.41
C  31.0292  -4.2714  1.0401  -0.01
O  29.6390  -4.5062  1.0499  -0.55
O  31.4259  -5.0838  -1.2743  -0.64
H  31.2721  -6.3309  0.2924  -0.47
H  32.7348  -5.4475  0.1475  0.37
H  31.3496  -3.2703  0.7515  0.42
H  31.3781  -4.4601  2.0553  -0.32
H  29.3574  -4.0973  0.2282  0.20
H  30.8362  -5.7758  -1.5826  0.59
C  30.8996  -7.9638  -2.5723  0.16
C  30.5878  -8.1749  -4.0780  -0.96
O  29.3788  -8.9126  -4.3240  -0.52
O  29.8720  -7.1190  -2.1009  -0.59
H  31.8661  -7.4708  -2.4674  0.57
H  30.8790  -8.8520  -1.9409  -0.15
H  31.3798  -8.8049  -4.4829  0.44
H  30.6166  -7.2143  -4.5923  0.33
H  29.7023  -9.7097  -4.7501  0.32
H  29.1549  -7.6820  -1.8001  0.19

Entry 2:
Entry from the Open Molecules 2025 dataset: a 2-piece molecular cluster, C4H8O2 overall (wB97M-V/def2-TZVPD).

Computed properties:
HOMO-LUMO gap (hartree): 0.39620
Total charge: 0
2S+1: 1
Relative energy (zero: lowest compared OMol25 entry of this formula, charge and spin) (kJ/mol): 329.3
SMILES: C=C[C@@]1(O)CO1.[H][H]
Highest occupied orbital energy (eV): -9.85

Last column: Mulliken charge in e.
Cartesian coordinates (Å):
C  1.9537  0.4607  0.2028  -0.60
C  0.9050  -0.3130  0.4553  -0.63
C  -0.4971  0.1851  0.4201  1.24
O  -0.6192  1.3564  -0.2971  -0.48
C  -1.6428  -0.7095  0.6109  -0.63
O  -1.1669  0.1360  1.6652  -0.45
H  1.8205  1.4998  -0.0831  0.25
H  2.9676  0.0804  0.2795  0.27
H  1.0230  -1.3542  0.7479  0.23
H  -1.5063  1.7061  -0.1397  0.32
H  -2.6106  -0.4169  0.2027  0.23
H  -1.5109  -1.7801  0.7684  0.25
H  0.7066  -0.2924  -2.1918  -0.18
H  0.1774  -0.5583  -2.6410  0.20

Entry 3:
Entry from the Open Molecules 2025 dataset: C34H47BrN2OPPtSi as an isolated structure (wB97M-V/def2-TZVPD).

Computed properties:
HOMO-LUMO gap (spin up / spin down) (hartree): 0.29281 / 0.23078
Total charge: +1
2S+1: 3
Highest occupied orbital energy (spin up / spin down) (eV): -10.06 / -10.41

Last column: Löwdin spin population.
Cartesian coordinates (Å):
Pt  1.5695  -0.1745  0.3520  1.18
O  3.3824  -1.1707  0.2663  0.24
C  4.4051  -0.8270  1.0318  0.01
C  5.6959  -0.9332  0.4872  0.02
C  6.8130  -0.6497  1.2369  0.00
C  6.6959  -0.2270  2.5665  0.02
C  5.4426  -0.1049  3.1141  0.00
C  4.2894  -0.4004  2.3713  0.02
C  2.9846  -0.2872  3.0014  0.01
N  1.8114  -0.1618  2.3921  0.14
C  0.8226  -0.0439  3.3571  0.01
C  1.4069  -0.1146  4.5714  0.01
N  2.7604  -0.2693  4.3302  0.00
H  5.7711  -1.2559  -0.5438  0.00
H  7.7941  -0.7437  0.7876  0.00
H  7.5735  0.0070  3.1521  0.00
H  5.3530  0.2501  4.1355  0.00
H  -0.2147  0.0714  3.0965  0.00
H  0.9978  -0.0774  5.5649  0.00
H  3.4720  -0.3936  5.0300  0.00
C  2.4597  3.0973  0.3097  0.02
P  2.2730  1.6847  -0.8010  0.14
C  1.2500  2.2932  -2.1629  0.03
C  1.8357  3.0747  -3.1607  0.01
C  1.0548  3.5966  -4.1786  0.00
C  -0.3096  3.3395  -4.2105  0.00
C  -0.8956  2.5638  -3.2215  0.00
C  -0.1176  2.0391  -2.1968  0.01
C  3.8930  1.3914  -1.5310  0.01
C  5.0102  2.1365  -1.1740  0.01
C  6.2263  1.9112  -1.8108  0.00
C  6.3244  0.9430  -2.7957  0.01
C  5.2101  0.1840  -3.1454  0.00
C  4.0001  0.4055  -2.5143  0.01
H  2.7684  3.9755  -0.2586  0.00
H  3.1928  2.8718  1.0848  0.00
H  1.4981  3.2931  0.7822  0.00
H  2.9022  3.2660  -3.1513  0.00
H  1.5131  4.1998  -4.9513  0.00
H  -0.9161  3.7429  -5.0116  0.00
H  -1.9593  2.3632  -3.2525  0.00
H  -0.5728  1.4277  -1.4279  0.00
H  4.9504  2.8940  -0.4034  0.00
H  7.0934  2.4953  -1.5319  0.00
H  7.2702  0.7736  -3.2942  0.00
H  5.2890  -0.5792  -3.9085  0.00
H  3.1361  -0.1928  -2.7820  0.00
C  -3.6536  -3.1632  -1.8824  0.00
C  -3.9282  -1.6884  -1.5550  0.00
C  -3.3139  -0.8481  -2.6886  0.00
C  -5.4570  -1.4710  -1.5629  0.00
Si  -3.2622  -1.2391  0.1699  0.00
Br  -0.9484  -1.1191  -0.2131  0.07
C  -3.3908  -2.6019  1.4986  0.00
C  -2.9072  -2.0731  2.8565  0.00
C  -2.5462  -3.8513  1.1896  0.00
C  -4.8640  -3.0385  1.6356  0.00
C  -3.6960  0.5141  0.7765  0.00
C  -5.0741  0.4890  1.4665  0.00
C  -2.6671  1.0825  1.7697  0.00
C  -3.7549  1.5012  -0.3979  0.00
H  -4.0249  -3.3673  -2.8917  0.00
H  -4.1732  -3.8411  -1.2080  0.00
H  -2.5879  -3.4028  -1.8664  0.00
H  -3.6600  -1.2581  -3.6432  0.00
H  -2.2246  -0.8844  -2.6953  0.00
H  -3.6225  0.1938  -2.6563  0.00
H  -5.8469  -1.7681  -2.5420  0.00
H  -5.7377  -0.4282  -1.4074  0.00
H  -5.9732  -2.0745  -0.8136  0.00
H  -1.8976  -1.6604  2.7968  0.00
H  -2.8799  -2.9065  3.5659  0.00
H  -3.5687  -1.3136  3.2729  0.00
H  -1.4916  -3.6173  1.0428  0.00
H  -2.8935  -4.4013  0.3216  0.00
H  -2.6164  -4.5255  2.0496  0.00
H  -5.5379  -2.2134  1.8741  0.00
H  -4.9409  -3.7682  2.4487  0.00
H  -5.2319  -3.5272  0.7324  0.00
H  -5.0588  -0.0677  2.4036  0.00
H  -5.8585  0.0675  0.8341  0.00
H  -5.3665  1.5175  1.7046  0.00
H  -2.5941  0.5041  2.6879  0.00
H  -2.9796  2.0954  2.0458  0.00
H  -1.6706  1.1535  1.3294  0.00
H  -4.5783  1.2996  -1.0823  0.00
H  -2.8255  1.5061  -0.9703  0.00
H  -3.9017  2.5099  0.0020  0.00